1.
A 2-piece molecular cluster, C4H8N2S overall. Source: the Open Molecules 2025 dataset; level of theory: ωB97M-V with the def2-TZVPD basis set.

Results
energy relative to the best compared isomer or geometry (same formula, charge and spin)	331.2	kJ/mol
E_HOMO (spin up / spin down)	-7.66 / -7.66	eV
frontier orbital gap (spin up / spin down)	0.292 / 0.292	Ha
largest force on an atom	3.64	eV/A
LUMO (spin up / spin down)	0.010 / 0.010	hartree

Last column: Löwdin charge in e.
Atoms and positions in Å:
C  2.36  1.92  -0.91  -0.082
C  -0.88  -0.49  0.24  -0.390
C  -1.02  0.68  1.22  -0.018
C  -1.05  -0.11  -1.21  -0.050
N  2.94  0.93  -0.65  0.030
N  -0.11  -1.48  0.61  -0.475
S  0.67  -2.63  -0.37  0.387
H  -0.06  -1.74  1.58  0.082
H  0.01  0.77  1.67  0.112
H  -1.29  1.50  0.67  0.039
H  -1.84  0.48  1.87  0.073
H  -1.07  -1.00  -1.77  0.028
H  -0.19  0.61  -1.37  0.100
H  -2.00  0.38  -1.28  0.073
H  3.55  0.18  -0.29  0.090

2.
A 2-piece molecular cluster, C52H64BN2 overall. Source: the Open Molecules 2025 dataset; level of theory: ωB97M-V with the def2-TZVPD basis set.

Results
net charge	+1
E_HOMO	-9.44	eV
frontier orbital gap	0.218	Ha
largest force on an atom	4.81	eV/A
LUMO	-0.129	hartree

Last column: Löwdin charge in e.
Atoms and positions in Å:
C  -1.44  -5.35  2.09  -0.041
C  -0.90  -4.99  3.47  -0.538
C  -1.87  -5.58  4.49  -0.068
C  0.40  -5.75  3.73  -0.041
C  -0.74  -3.45  3.66  -0.056
C  -1.69  -2.75  4.39  -0.022
C  -1.41  -1.51  4.96  -0.041
C  -0.11  -1.05  4.93  -0.033
C  0.83  -1.65  4.07  -0.111
C  2.32  -1.33  4.30  -0.566
C  3.24  -1.95  3.26  -0.031
C  2.72  -1.93  5.65  -0.022
C  2.49  0.15  4.32  -0.042
C  0.35  -2.65  3.17  -0.077
N  0.68  -2.61  1.78  0.084
C  0.35  -1.53  1.00  -0.139
B  0.18  -0.12  1.46  0.049
H  -0.46  1.32  -0.26  0.029
N  0.49  -1.94  -0.29  0.053
C  0.20  -1.18  -1.49  -0.084
C  1.24  -0.62  -2.23  -0.063
C  2.77  -0.69  -1.83  -0.513
C  3.62  0.34  -2.56  -0.060
C  3.33  -2.05  -2.20  -0.029
C  3.02  -0.40  -0.36  -0.043
C  0.93  -0.01  -3.47  -0.011
C  -0.37  0.30  -3.79  -0.028
C  -1.38  -0.22  -3.00  -0.028
C  -1.14  -1.10  -1.94  -0.059
C  -2.35  -1.84  -1.30  -0.510
C  -2.78  -1.19  0.01  -0.028
C  -2.10  -3.33  -1.05  -0.031
C  -3.56  -1.71  -2.23  -0.063
C  0.99  -3.23  -0.30  -0.027
C  1.09  -3.64  0.97  -0.016
H  -0.70  -5.16  1.30  0.056
H  -1.70  -6.42  2.08  0.099
H  -2.35  -4.76  1.86  0.097
H  -1.56  -5.38  5.51  0.099
H  -2.89  -5.25  4.37  0.082
H  -1.88  -6.67  4.38  0.096
H  0.70  -5.64  4.78  0.099
H  0.25  -6.82  3.55  0.101
H  1.24  -5.43  3.11  0.059
H  -2.66  -3.20  4.53  0.117
H  -2.19  -0.98  5.51  0.118
H  0.17  -0.21  5.54  0.117
H  4.26  -1.75  3.61  0.101
H  3.11  -1.51  2.26  0.070
H  3.10  -3.04  3.22  0.092
H  2.10  -1.53  6.47  0.097
H  2.60  -3.03  5.61  0.097
H  3.78  -1.69  5.81  0.097
H  1.98  0.63  5.14  0.084
H  3.56  0.39  4.43  0.102
H  2.13  0.61  3.41  0.068
H  -0.86  0.09  1.99  0.087
H  1.16  0.55  1.48  0.058
H  3.27  1.36  -2.38  0.067
H  4.65  0.27  -2.19  0.099
H  3.66  0.15  -3.63  0.082
H  2.87  -2.86  -1.64  0.053
H  3.18  -2.23  -3.27  0.103
H  4.40  -2.07  -2.00  0.096
H  2.62  -1.16  0.30  0.046
H  4.10  -0.39  -0.17  0.110
H  2.62  0.57  -0.06  0.081
H  1.72  0.23  -4.18  0.116
H  -0.59  0.99  -4.60  0.128
H  -2.40  -0.06  -3.37  0.101
H  -2.99  -0.15  -0.13  0.073
H  -3.67  -1.68  0.40  0.106
H  -2.00  -1.28  0.75  0.041
H  -1.70  -3.83  -1.94  0.103
H  -1.42  -3.48  -0.21  0.046
H  -3.05  -3.83  -0.80  0.098
H  -3.34  -2.07  -3.24  0.102
H  -4.42  -2.28  -1.85  0.095
H  -3.91  -0.67  -2.28  0.083
H  1.16  -3.78  -1.21  0.148
H  1.42  -4.58  1.39  0.128
C  3.00  6.68  -3.76  -0.092
C  1.70  7.08  -3.50  -0.072
C  0.77  6.11  -3.07  -0.058
C  1.18  4.78  -2.92  -0.188
C  0.25  3.65  -2.49  -0.150
C  0.55  2.74  -1.50  -0.002
C  -0.19  2.29  -0.24  -0.118
C  -1.35  3.29  0.02  -0.216
C  -2.54  2.79  0.47  -0.079
C  -3.69  3.58  0.61  -0.075
C  -3.65  4.95  0.32  -0.093
C  -2.43  5.53  -0.08  -0.055
C  -1.28  4.70  -0.24  -0.016
C  -0.99  3.66  -3.27  -0.159
C  -2.08  2.86  -2.89  -0.051
C  -3.25  2.79  -3.64  -0.073
C  -3.33  3.48  -4.84  -0.082
C  -2.27  4.27  -5.29  -0.071
C  -1.14  4.39  -4.50  -0.022
C  2.47  4.39  -3.30  -0.041
C  3.40  5.34  -3.63  -0.073
H  3.70  7.42  -4.12  0.104
H  1.41  8.14  -3.53  0.117
H  -0.29  6.39  -2.99  0.124
H  1.51  2.23  -1.56  0.084
H  0.48  2.27  0.61  0.096
H  -2.58  1.73  0.72  0.088
H  -4.66  3.12  0.90  0.116
H  -4.55  5.57  0.40  0.107
H  -2.36  6.63  -0.25  0.121
H  -0.39  5.19  -0.61  0.100
H  -2.05  2.35  -1.92  0.099
H  -4.07  2.16  -3.28  0.106
H  -4.23  3.43  -5.45  0.104
H  -2.30  4.85  -6.22  0.110
H  -0.33  5.04  -4.84  0.109
H  2.66  3.31  -3.33  0.105
H  4.43  5.04  -3.81  0.107

3.
C32H40BN4PRuS2Se2 as an isolated structure. Source: the Open Molecules 2025 dataset; level of theory: ωB97M-V with the def2-TZVPD basis set.

Results
net charge	+1
multiplicity	6
energy relative to the best compared isomer or geometry (same formula, charge and spin)	37.4	kJ/mol
E_HOMO (spin up / spin down)	-9.64 / -10.66	eV
frontier orbital gap (spin up / spin down)	0.290 / 0.238	Ha
largest force on an atom	0.31	eV/A
LUMO (spin up / spin down)	-0.065 / -0.154	hartree

Last column: Löwdin charge in e.
Atoms and positions in Å:
Ru  -0.19  -0.06  0.87  0.760
C  -2.07  2.41  2.81  -0.069
C  -2.21  0.99  2.31  -0.261
C  -1.68  -0.05  3.09  -0.253
C  -0.91  0.27  4.35  -0.041
C  -1.97  -1.39  2.77  -0.243
C  -1.53  -2.51  3.69  -0.039
C  -2.76  -1.69  1.64  -0.223
C  -3.04  -3.13  1.28  -0.056
C  -3.28  -0.65  0.85  -0.212
C  -4.18  -0.94  -0.32  -0.032
C  -2.98  0.69  1.16  -0.226
C  -3.53  1.78  0.28  -0.055
H  -1.03  2.73  2.87  0.054
H  -2.49  2.48  3.82  0.102
H  -2.60  3.12  2.19  0.070
H  -1.59  0.27  5.21  0.111
H  -0.45  1.25  4.30  0.070
H  -0.14  -0.47  4.54  0.067
H  -0.63  -3.00  3.32  0.059
H  -2.31  -3.26  3.76  0.090
H  -1.33  -2.15  4.69  0.076
H  -4.01  -3.44  1.68  0.108
H  -2.28  -3.79  1.67  0.060
H  -3.07  -3.27  0.20  0.067
H  -3.64  -0.84  -1.26  0.063
H  -5.01  -0.24  -0.34  0.091
H  -4.60  -1.94  -0.27  0.076
H  -4.55  2.04  0.57  0.109
H  -3.55  1.46  -0.76  0.073
H  -2.92  2.67  0.32  0.027
Se  -0.74  -0.10  -1.73  0.410
P  0.07  1.92  -1.85  0.215
Se  0.03  2.68  0.18  0.361
C  1.76  1.95  -2.48  -0.414
C  2.28  3.17  -2.89  -0.083
C  3.60  3.25  -3.29  -0.062
C  4.40  2.11  -3.28  -0.061
C  3.88  0.90  -2.87  -0.061
C  2.55  0.81  -2.47  -0.103
C  -0.91  2.91  -2.98  -0.417
C  -1.83  3.84  -2.52  -0.102
C  -2.61  4.55  -3.43  -0.063
C  -2.46  4.32  -4.79  -0.063
C  -1.53  3.40  -5.25  -0.062
C  -0.75  2.69  -4.35  -0.086
H  1.66  4.06  -2.88  0.115
H  4.02  4.20  -3.61  0.111
H  5.43  2.18  -3.59  0.110
H  4.50  0.01  -2.86  0.103
H  2.13  -0.14  -2.15  0.053
H  -1.93  4.02  -1.46  0.065
H  -3.32  5.28  -3.07  0.110
H  -3.06  4.88  -5.49  0.110
H  -1.42  3.23  -6.31  0.111
H  -0.02  1.97  -4.71  0.115
C  -0.66  -3.57  -2.07  -0.051
N  0.72  -3.21  -1.82  -0.131
C  1.73  -3.25  -2.75  -0.023
C  2.84  -2.81  -2.13  -0.062
N  2.52  -2.50  -0.83  0.011
B  3.73  -2.21  0.14  -0.424
N  3.34  -1.95  1.63  -0.015
C  3.77  -2.77  2.64  -0.037
C  3.55  -2.14  3.82  -0.025
N  2.96  -0.94  3.52  -0.110
C  2.73  0.14  4.46  -0.022
C  2.83  -0.85  2.18  -0.691
S  2.13  0.52  1.37  0.576
C  1.23  -2.75  -0.65  -0.684
S  0.27  -2.53  0.77  0.693
H  -0.96  -3.21  -3.05  0.095
H  -1.29  -3.10  -1.32  0.028
H  -0.79  -4.65  -2.02  0.105
H  1.56  -3.57  -3.76  0.132
H  3.84  -2.70  -2.50  0.130
H  4.40  -3.21  0.15  0.085
H  4.32  -1.25  -0.29  0.081
H  4.22  -3.72  2.43  0.125
H  3.77  -2.44  4.83  0.128
H  2.64  -0.27  5.46  0.100
H  1.83  0.68  4.19  0.046
H  3.57  0.85  4.44  0.106

4.
A 3-piece molecular cluster, C4H14NO overall. Source: the Open Molecules 2025 dataset; level of theory: ωB97M-V with the def2-TZVPD basis set.

Results
net charge	+1
energy relative to the best compared isomer or geometry (same formula, charge and spin)	775.8	kJ/mol
E_HOMO	-13.91	eV
frontier orbital gap	0.157	Ha
largest force on an atom	1.88	eV/A
LUMO	-0.355	hartree

Last column: Löwdin charge in e.
Atoms and positions in Å:
C  -1.56  -2.56  -0.56  -0.065
C  -0.15  -3.02  -0.21  -0.122
N  1.53  1.44  -0.50  0.202
C  0.95  2.60  0.06  -0.246
C  0.33  2.32  1.45  -0.040
H  -1.49  -1.42  -0.74  0.075
H  -2.37  -2.70  0.16  0.099
H  -1.85  -2.99  -1.51  0.095
H  0.10  -4.05  -0.44  0.089
H  0.53  -2.32  -0.70  0.067
H  0.04  -2.85  0.85  0.080
H  0.86  0.68  -0.67  0.073
H  0.26  3.00  -0.70  0.154
H  1.75  3.32  0.25  0.130
H  -0.30  1.44  1.53  0.067
H  1.19  2.17  2.11  0.086
H  -0.18  3.20  1.83  0.091
H  2.53  1.26  -0.49  0.146
H  -1.40  0.40  -1.18  0.067
O  -0.76  0.07  -0.52  -0.048

5.
A 3-piece molecular cluster, C3H6O overall. Source: the Open Molecules 2025 dataset; level of theory: ωB97M-V with the def2-TZVPD basis set.

Results
energy relative to the best compared isomer or geometry (same formula, charge and spin)	611.6	kJ/mol
E_HOMO	-9.20	eV
frontier orbital gap	0.352	Ha
largest force on an atom	0.51	eV/A
LUMO	0.014	hartree

Last column: Löwdin charge in e.
Atoms and positions in Å:
C  0.91  -0.52  -0.81  -0.020
C  -0.11  0.27  -0.21  -0.502
C  -0.53  0.71  1.12  -0.090
O  -0.04  1.61  0.08  0.013
H  0.70  -0.98  -1.78  0.037
H  -0.40  -1.51  -0.45  0.154
H  1.96  -0.19  -0.72  0.062
H  -1.05  -0.78  -0.55  0.121
H  -1.59  0.79  1.35  0.110
H  0.14  0.60  1.97  0.115